[1]
{
  "formula": "C5H9O3Pb",
  "method": "ωB97M-V with the def2-TZVPD basis set",
  "elements": ["O", "C", "C", "O", "C", "C", "O", "C", "Pb", "H", "H", "H", "H", "H", "H", "H", "H", "H"],
  "xyz": [[0.776, -1.981, -0.225], [-0.124, -1.039, 0.199], [-1.579, -1.462, -0.055], [-2.061, -0.227, -0.589], [-0.913, 0.167, -1.281], [-0.377, 1.472, -1.032], [0.422, 0.820, 0.550], [1.406, 1.510, 1.261], [2.459, -2.924, -0.013], [-0.068, -1.047, 1.308], [-2.110, -1.728, 0.868], [-1.684, -2.259, -0.809], [-0.599, -0.363, -2.188], [-1.084, 2.237, -0.682], [0.486, 1.697, -1.673], [2.260, 0.869, 1.517], [1.837, 2.329, 0.667], [0.954, 1.929, 2.176]],
  "forces_ev_per_a": [[-0.06, 0.35, -0.76], [-1.62, -1.80, 1.03], [-0.63, 0.77, -0.51], [-0.35, -0.18, -0.65], [1.03, -0.27, 1.28], [0.22, -1.68, 1.05], [-0.20, 1.81, -2.33], [0.05, 0.92, 0.86], [1.10, -0.59, 0.02], [0.41, 0.67, -0.65], [-0.14, 0.09, -0.31], [0.28, 0.04, 0.24], [-0.48, 0.00, 0.20], [0.73, -0.20, 0.02], [-0.50, 0.39, 0.50], [-0.16, -0.20, 0.06], [-0.19, -0.13, 0.07], [0.54, 0.00, -0.12]],
  "mulliken_charge": [-0.566, 0.326, -0.428, -0.417, -0.091, -0.437, -0.312, -0.746, 0.970, 0.320, 0.275, 0.306, 0.379, 0.324, 0.304, 0.248, 0.277, 0.265],
  "homo_lumo_gap_ev": [5.17, 5.17],
  "multiplicity": 1,
  "charge": 1,
  "e_above_lowest_ev": 3.9736,
  "lumo_energy_ev": [-6.00, -6.00],
  "molar_mass_g_mol": 324.32,
  "largest_force_ev_per_a": 3.0
}


[2]
{
  "formula": "C5H9NO3S",
  "method": "ωB97M-V with the def2-TZVPD basis set",
  "elements": ["C", "C", "C", "O", "N", "C", "S", "C", "O", "O", "H", "H", "H", "H", "H", "H", "H", "H", "H"],
  "xyz": [[2.087, -0.190, 0.002], [0.859, 0.751, 0.336], [1.115, 2.274, 0.078], [1.766, 3.174, 0.483], [0.230, 2.253, -0.901], [-0.213, 0.944, -0.746], [-1.908, 0.902, 0.170], [-2.183, -0.941, 0.419], [-2.853, 1.224, -0.878], [-1.896, 1.734, 1.341], [2.569, 0.382, -0.816], [1.592, -1.194, -0.308], [2.635, -0.173, 0.832], [0.546, 0.581, 1.269], [-0.057, 2.873, -1.652], [-0.461, 0.187, -1.431], [-3.215, -1.096, 0.469], [-1.764, -1.405, -0.446], [-1.666, -1.330, 1.376]],
  "forces_ev_per_a": [[-4.76, 0.89, -4.02], [2.66, 0.31, -3.00], [0.84, -0.83, 1.12], [1.19, 0.74, 0.85], [-2.45, 0.59, -4.11], [-1.57, -0.96, 3.98], [0.03, -0.58, -1.66], [2.58, 1.21, 2.39], [-0.20, 0.01, 0.00], [0.26, -0.58, 0.41], [0.22, -1.16, 0.17], [1.55, 1.51, 0.53], [2.56, -0.61, 3.11], [-1.57, -0.78, 3.60], [0.24, 0.34, 0.58], [0.52, -0.43, -1.84], [-1.57, -0.06, 0.06], [0.25, -0.34, -0.61], [-0.78, 0.73, -1.55]],
  "mulliken_charge": [-1.296, -0.241, 0.220, -0.604, -0.081, -0.268, 1.071, -0.985, -0.652, -0.606, 0.291, 0.283, 0.426, 0.723, 0.180, 0.502, 0.423, 0.328, 0.288],
  "homo_lumo_gap_ev": 10.18,
  "multiplicity": 1,
  "charge": 0,
  "e_above_lowest_ev": 2.8399,
  "lumo_energy_ev": 0.46,
  "molar_mass_g_mol": 163.20,
  "largest_force_ev_per_a": 6.3,
  "smiles": "C[C@H]1C(=O)N[C@@H]1S(C)(=O)=O"
}


[3]
{
  "formula": "C21H32F3NO10SiV",
  "method": "ωB97M-V with the def2-TZVPD basis set",
  "elements": ["V", "O", "C", "O", "C", "C", "C", "C", "C", "N", "C", "O", "O", "H", "H", "H", "H", "H", "C", "C", "C", "C", "O", "Si", "O", "O", "C", "C", "C", "C", "O", "C", "C", "C", "C", "H", "H", "H", "H", "H", "H", "H", "H", "H", "H", "H", "H", "H", "H", "H", "H", "H", "H", "H", "H", "H", "H", "H", "H", "H", "H", "H", "F", "C", "F", "F", "C", "O", "O"],
  "xyz": [[1.791, -0.444, 0.266], [5.223, -0.666, -1.885], [4.245, -0.322, -1.151], [3.174, -0.960, -1.031], [4.380, 0.895, -0.288], [5.426, 1.791, -0.176], [5.317, 2.776, 0.804], [4.216, 2.804, 1.663], [3.225, 1.856, 1.485], [3.307, 0.961, 0.501], [2.043, 1.497, 2.335], [1.597, 2.145, 3.340], [1.502, 0.417, 2.027], [5.071, -1.476, -2.417], [6.297, 1.721, -0.816], [6.110, 3.504, 0.927], [4.166, 3.540, 2.457], [2.057, 2.972, 3.570], [-0.177, -2.017, -2.762], [-1.368, -2.486, -1.948], [-2.676, -2.302, -2.691], [-1.191, -3.910, -1.460], [-1.417, -1.665, -0.707], [-1.529, -0.116, -0.423], [0.545, 0.269, -0.389], [-1.910, 0.827, -1.614], [-1.998, 2.278, -1.942], [-1.619, 3.087, -0.716], [-3.439, 2.513, -2.349], [-1.034, 2.485, -3.090], [-1.639, 0.330, 1.086], [-2.564, -0.124, 2.184], [-3.888, -0.480, 1.533], [-2.682, 1.067, 3.107], [-1.894, -1.315, 2.833], [-0.060, -2.653, -3.640], [0.751, -2.123, -2.186], [-0.296, -0.987, -3.105], [-2.658, -2.885, -3.612], [-2.840, -1.258, -2.958], [-3.514, -2.655, -2.090], [-1.230, -4.595, -2.307], [-1.992, -4.178, -0.772], [-0.231, -4.042, -0.958], [-2.299, 2.903, 0.115], [-1.659, 4.149, -0.960], [-0.593, 2.864, -0.402], [-4.117, 2.266, -1.533], [-3.695, 1.915, -3.222], [-3.584, 3.564, -2.601], [-0.006, 2.271, -2.785], [-1.077, 3.521, -3.425], [-1.293, 1.846, -3.933], [-4.274, 0.363, 0.957], [-4.629, -0.711, 2.298], [-3.794, -1.361, 0.892], [-3.111, 1.923, 2.587], [-1.708, 1.340, 3.515], [-3.338, 0.818, 3.941], [-1.743, -2.117, 2.108], [-2.525, -1.707, 3.632], [-0.938, -1.029, 3.275], [3.676, -3.488, 3.166], [2.870, -2.586, 2.695], [3.607, -1.524, 2.221], [2.044, -2.133, 3.609], [2.119, -3.103, 1.453], [2.144, -4.097, 0.866], [1.328, -1.963, 0.898]],
  "forces_ev_per_a": [[-0.89, 0.16, 1.20], [-0.09, 0.09, -0.10], [0.21, 0.33, 0.22], [-0.30, -0.17, -0.22], [-0.13, -0.13, -0.06], [-0.02, -0.04, -0.04], [0.00, 0.06, 0.04], [-0.01, 0.02, -0.01], [0.10, 0.03, 0.00], [0.18, -0.14, -0.06], [0.08, -0.13, -0.06], [0.08, 0.02, -0.01], [-0.25, 0.19, -0.06], [0.03, -0.01, 0.00], [0.00, -0.01, 0.00], [0.00, 0.00, 0.00], [0.02, 0.01, 0.00], [-0.01, 0.00, 0.00], [0.10, -0.06, -0.07], [-0.07, -0.06, 0.02], [-0.02, 0.01, 0.00], [-0.02, 0.01, -0.03], [0.12, 0.05, 0.06], [-0.58, -0.02, -0.13], [1.08, -0.65, -0.15], [0.22, 0.00, 0.00], [-0.16, -0.08, 0.08], [0.07, 0.04, -0.06], [0.03, 0.04, -0.02], [0.03, 0.05, -0.05], [0.12, 0.06, 0.09], [0.04, 0.04, -0.23], [-0.04, 0.02, 0.10], [-0.03, -0.05, 0.09], [-0.06, -0.08, 0.10], [-0.06, 0.04, -0.03], [-0.03, 0.04, 0.04], [0.00, 0.00, 0.03], [0.00, -0.01, 0.01], [0.01, 0.01, -0.01], [0.00, 0.01, 0.01], [0.01, 0.00, 0.01], [-0.01, -0.01, 0.00], [0.00, 0.01, 0.02], [0.00, -0.02, 0.02], [-0.03, -0.01, 0.00], [-0.02, -0.03, 0.02], [-0.01, -0.01, 0.00], [-0.02, -0.01, 0.01], [0.02, -0.01, -0.01], [0.00, -0.01, 0.02], [-0.01, 0.00, 0.00], [-0.01, 0.00, 0.00], [0.01, 0.00, -0.01], [0.02, -0.04, -0.01], [0.01, 0.01, -0.02], [0.01, 0.01, -0.01], [0.01, 0.01, -0.02], [0.01, -0.01, -0.01], [0.01, 0.01, -0.01], [0.00, 0.03, 0.00], [0.01, 0.01, -0.02], [-0.04, 0.07, 0.00], [0.14, -0.28, 0.00], [-0.01, 0.06, -0.01], [-0.02, 0.04, 0.01], [-0.49, 0.64, -0.51], [0.05, -0.21, 0.21], [0.61, 0.08, -0.35]],
  "mulliken_charge": [0.550, -0.324, 0.498, -0.451, 0.606, -0.586, -0.594, -0.829, 0.900, 0.652, 0.417, -0.349, -0.063, 0.454, 0.590, 0.512, 0.416, 0.354, -1.279, 1.589, -1.630, -1.493, 0.340, -0.817, -0.333, 0.414, 1.460, -1.195, -1.629, -1.458, 0.135, 1.461, -1.524, -1.532, -1.303, 0.581, 0.107, 0.197, 0.524, 0.195, 0.382, 0.432, 0.352, 0.246, 0.216, 0.574, 0.081, 0.340, 0.352, 0.478, 0.149, 0.493, 0.323, 0.364, 0.541, 0.278, 0.360, 0.283, 0.439, 0.126, 0.545, 0.242, -0.188, 0.782, -0.298, -0.187, 0.184, -0.257, -0.194],
  "homo_lumo_gap_ev": 6.28,
  "multiplicity": 1,
  "charge": 3,
  "e_above_lowest_ev": 2.8005,
  "lumo_energy_ev": -12.17,
  "molar_mass_g_mol": 594.51,
  "largest_force_ev_per_a": 1.5
}